a.
This record from the Open Molecules 2025 dataset describes a cluster of 17 separate species, C3H39NO17 in total. The level of theory is the ωB97M-V functional and the def2-TZVPD basis.

```
60
Properties=species:S:1:pos:R:3:mulliken_charge:R:1
O 0.935 -2.307 1.300 -0.890
O -3.199 1.509 -0.559 -0.572
O 3.006 0.092 3.476 -0.559
O 1.725 -3.184 -1.113 -0.596
O 3.027 0.024 -1.617 -0.533
O -4.680 -0.587 0.664 -0.696
O 0.181 4.105 -2.284 -0.773
O -1.251 -3.811 1.292 -0.807
O 1.953 -0.587 -5.115 -0.631
O -0.445 0.726 4.674 -0.665
O -0.696 1.816 -1.462 -0.630
O -2.066 -1.530 -0.943 -0.557
O 0.496 -0.877 -1.437 -0.623
O -2.923 -2.031 2.427 -0.674
O 2.652 3.104 -1.674 -0.660
O -2.423 -1.061 -3.621 -0.675
O 3.775 2.169 0.820 -0.670
N -0.637 2.088 2.161 -0.603
C -0.195 -0.248 1.527 0.557
C 0.926 -1.106 1.044 -0.222
C 0.346 1.237 1.474 -0.494
H 3.899 -0.025 -1.214 0.255
H 3.237 2.388 0.051 0.413
H -3.563 0.643 -0.272 0.320
H -0.462 1.373 3.902 0.410
H -2.267 -1.335 -1.876 0.396
H -0.308 0.948 -1.271 0.067
H -1.743 -0.401 -3.769 0.324
H 2.950 0.923 -2.006 0.243
H 1.962 -4.122 -1.041 0.292
H -3.950 1.942 -0.969 0.227
H -2.858 -2.434 3.294 0.278
H -3.282 -0.769 -3.930 0.294
H 3.323 3.775 -1.586 0.265
H -0.327 -3.496 1.414 0.483
H -1.098 -1.474 -0.920 0.212
H -0.178 3.182 -2.195 0.502
H -2.242 -2.472 1.874 0.403
H 1.431 -2.978 -0.204 0.409
H 1.793 -0.597 0.595 0.633
H -1.195 1.089 5.166 0.282
H -0.294 4.513 -1.553 0.295
H -1.573 1.990 1.730 0.203
H 3.706 -0.334 3.975 0.272
H -0.397 -0.379 2.593 0.557
H 1.717 3.346 -1.569 0.341
H 1.285 1.235 2.005 0.298
H -4.804 -0.167 1.518 0.319
H -1.569 1.732 -1.000 0.411
H -1.415 -3.496 0.379 0.339
H -0.362 3.023 2.376 0.228
H 2.234 0.146 4.058 0.295
H 1.455 -0.885 -1.184 0.128
H -1.234 -0.339 1.121 -0.276
H 1.768 0.037 -4.412 0.304
H -4.170 -1.382 0.896 0.353
H 1.889 -1.483 -4.759 0.327
H 3.399 1.486 1.373 0.316
H 0.501 -1.651 -2.015 0.322
H 0.292 1.400 0.421 0.237
```

Properties
Highest occupied orbital energy, eV: -9.7528
Net charge: 0
LUMO energy, eV: 0.126
Kohn-Sham gap, eV: 9.9

***

b.
This record from the Open Molecules 2025 dataset describes a cluster of 18 separate species, C3H39NO17 in total. The level of theory is the ωB97M-V functional and the def2-TZVPD basis.

```
60
Properties=species:S:1:pos:R:3:mulliken_charge:R:1
O -2.065 -1.696 2.644 -0.762
O 3.057 -2.997 -0.339 -0.617
O -0.423 0.270 3.534 -0.701
O 1.054 -1.915 2.748 -0.524
O -0.542 -1.282 0.323 0.363
O -2.178 3.993 -2.149 -0.659
O -2.743 0.942 2.879 -0.650
O 3.016 -0.637 -2.805 -0.760
O 0.150 3.587 1.444 -0.580
O -2.236 -1.269 -1.743 -0.758
O -1.326 1.092 -3.709 -0.644
O -1.966 2.323 0.042 -0.655
O -1.382 -3.706 1.393 -0.688
O 1.378 0.681 -4.630 -0.646
O -3.897 -3.064 -0.599 -0.640
O 1.244 -2.186 -1.734 -0.698
O 2.619 0.770 2.825 -0.553
N 2.331 1.399 -0.148 -0.597
C 1.334 0.931 0.460 1.130
C 2.275 2.445 -1.102 -0.328
C 1.230 2.425 -1.937 -0.654
H -3.209 -3.619 -0.216 0.317
H -1.927 1.509 2.864 0.363
H 2.098 0.517 -4.002 0.365
H 0.498 1.718 -2.145 0.502
H 0.289 1.177 0.362 -0.596
H -2.198 3.322 -1.479 0.408
H -2.948 0.784 3.788 0.289
H -1.246 3.943 -2.416 0.308
H 1.400 3.440 -2.462 0.040
H 1.664 -2.383 3.310 0.275
H -1.194 -0.312 3.481 0.490
H 3.636 0.864 2.811 0.266
H -1.374 1.617 -0.012 -0.079
H 3.851 -2.408 -0.616 0.329
H 3.378 -3.714 0.180 0.255
H 3.069 3.152 -1.058 0.494
H -1.285 -1.486 -1.840 0.328
H 1.847 -2.919 -1.548 0.392
H -2.350 -0.765 -0.909 0.297
H 1.487 0.063 1.115 0.097
H 0.308 -0.217 3.116 0.284
H -1.321 0.720 -4.600 0.293
H 2.502 -1.496 -2.839 0.411
H 1.614 -1.766 1.950 0.220
H 2.365 1.546 3.377 0.292
H -2.144 -3.169 1.808 0.376
H -2.704 -1.951 3.304 0.299
H -3.622 -2.743 -1.481 0.334
H 2.736 -0.161 -2.037 0.346
H -1.938 0.510 -3.233 0.322
H -0.874 -4.137 2.093 0.230
H 0.770 4.037 2.016 0.220
H 0.029 4.303 0.733 0.326
H -0.505 -2.204 0.548 0.387
H 0.478 0.766 -4.294 0.398
H 0.994 -1.887 -0.870 0.323
H -1.683 3.029 0.627 0.429
H -2.504 -0.991 2.143 0.281
H -0.914 -0.796 1.030 -0.288
```

Properties
Highest occupied orbital energy, eV: -8.8797
Net charge: 0
LUMO energy, eV: -0.396
Kohn-Sham gap, eV: 8.5

***

Most stable: a

***

a.
This record from the Open Molecules 2025 dataset describes the ion C3H7N2 with charge +1. The level of theory is the ωB97M-V functional and the def2-TZVPD basis.

```
12
Properties=species:S:1:pos:R:3:mulliken_charge:R:1
N 1.611 -1.322 0.655 0.289
N 1.920 -2.360 0.781 -0.056
C -0.068 0.593 1.209 -1.062
C 0.761 0.071 0.084 0.517
C 0.045 -0.674 -1.090 -1.333
H -0.177 -0.119 2.099 0.366
H 0.336 1.510 1.518 0.337
H 0.783 -1.078 -1.720 0.462
H -1.201 0.876 0.850 0.314
H -0.537 0.100 -1.611 0.381
H 1.603 0.784 -0.249 0.339
H -0.470 -1.503 -0.718 0.445
```

Properties
Highest occupied orbital energy, eV: -17.6603
Net charge: +1
Structure (SMILES): CC(C)[N+]#N
LUMO energy, eV: -5.389
Kohn-Sham gap, eV: 12.3

***

b.
This record from the Open Molecules 2025 dataset describes the ion C3H7N2 with charge +1. The level of theory is the ωB97M-V functional and the def2-TZVPD basis.

```
12
Properties=species:S:1:pos:R:3:mulliken_charge:R:1
N -1.752 0.096 -0.594 -0.028
N 1.200 0.734 -0.215 -0.596
C 0.730 -0.636 0.116 -0.413
C -1.454 0.740 0.475 -0.282
C -0.851 -0.638 0.207 0.128
H -2.442 0.092 -1.333 0.279
H -1.918 1.478 1.090 0.362
H -1.395 -1.566 0.574 0.373
H 1.024 -0.738 1.238 0.299
H 0.892 1.005 -1.235 0.271
H 0.783 1.456 0.451 0.244
H 1.086 -1.329 -0.620 0.363
```

Properties
Highest occupied orbital energy, eV: -14.3044
Net charge: +1
Structure (SMILES): NC[C@H]1C=[NH+]1
LUMO energy, eV: -5.926
Kohn-Sham gap, eV: 8.4

***

Most stable: a

***

a.
This record from the Open Molecules 2025 dataset describes the ion C4H13N2Si with charge +1. The level of theory is the ωB97M-V functional and the def2-TZVPD basis.

```
20
Properties=species:S:1:pos:R:3:mulliken_charge:R:1
Si 0.503 -0.054 1.121 0.183
N 1.351 -0.683 -0.218 -0.237
N -1.213 0.074 0.447 0.109
C 2.850 -0.542 -0.475 -0.935
C -2.258 -0.611 1.315 -0.842
C -1.567 0.773 -0.555 0.375
C -0.592 1.334 -1.545 -1.189
H -1.179 1.858 -2.285 0.333
H 3.187 -1.242 0.307 0.362
H 3.151 0.332 -0.129 0.402
H 1.107 1.181 1.417 -0.058
H -2.631 0.918 -0.866 0.332
H -2.206 -1.635 0.997 0.380
H 3.181 -0.739 -1.464 0.286
H 0.373 -0.944 2.164 -0.122
H -0.126 0.547 -2.190 0.336
H 0.275 1.867 -1.138 0.361
H 1.216 -1.606 -0.314 0.289
H -3.215 -0.171 1.002 0.301
H -2.209 -0.657 2.410 0.334
```

Properties
Highest occupied orbital energy, eV: -13.3718
Net charge: +1
Structure (SMILES): C/C=[N+](/C)[SiH2]NC
LUMO energy, eV: -4.347
Kohn-Sham gap, eV: 9.0

***

b.
This record from the Open Molecules 2025 dataset describes the ion C4H13N2Si with charge +1. The level of theory is the ωB97M-V functional and the def2-TZVPD basis.

```
20
Properties=species:S:1:pos:R:3:mulliken_charge:R:1
Si -1.131 1.979 -0.279 0.441
N 1.917 0.477 -0.123 -0.198
N -1.561 -0.710 0.694 -0.103
C 0.759 -0.111 0.271 -0.344
C 3.157 -0.235 0.154 -0.901
C -2.094 -1.391 -0.514 -0.785
C -0.547 0.290 0.369 -0.075
H -2.482 2.111 0.296 -0.115
H 3.430 -0.905 -0.668 0.311
H 2.124 1.309 -0.708 0.259
H -2.979 -1.976 -0.271 0.383
H 3.069 -0.827 1.065 0.325
H -1.194 1.948 -1.743 -0.084
H 0.968 -1.115 0.649 0.227
H -0.183 2.982 0.200 -0.106
H -1.200 -1.409 1.358 0.384
H -2.338 -0.212 1.144 0.415
H -2.351 -0.639 -1.257 0.330
H -1.330 -2.043 -0.935 0.313
H 3.966 0.477 0.298 0.322
```

Properties
Highest occupied orbital energy, eV: -12.4315
Net charge: +1
Structure (SMILES): CN/C=C(\[SiH3])[NH2+]C
LUMO energy, eV: -3.026
Kohn-Sham gap, eV: 9.4

***

Most stable: a